No. 1
75
Properties=species:S:1:pos:R:3:forces:R:3 method="wB97M-V/def2-TZVPD" gap_ev=3.808 homo_ev=-4.32 de_lowest_kj_mol=310.06
C -4.409 2.273 2.127 0.0226 0.1991 0.0603
C -3.199 1.850 2.740 -0.1016 -0.1383 -0.0305
C -2.119 2.403 2.001 -0.0207 0.0143 -0.0442
H -3.122 1.272 3.667 0.0182 0.2298 -0.4417
C -2.660 3.165 0.934 -0.1329 0.0664 0.0134
C -4.077 3.081 1.011 0.0499 0.1318 0.2718
H -4.787 3.630 0.387 0.2815 -0.2770 0.1828
H -5.419 2.098 2.512 0.4655 -0.0332 -0.2404
H -1.063 2.345 2.264 -0.3688 0.0081 -0.1706
H -2.092 3.789 0.243 -0.1762 -0.3378 0.2190
Ca -3.231 0.622 0.285 0.4411 0.8107 0.8060
Si 2.811 -1.087 -1.422 2.2407 0.1915 0.8999
C 3.690 -2.632 -0.867 0.4762 0.0597 0.2669
C 4.034 -3.698 -1.723 0.2330 -0.2482 0.6234
H 3.695 -3.695 -2.767 0.2509 0.0148 0.4178
C 4.813 -4.764 -1.234 -0.1483 0.1076 -0.0925
H 5.118 -5.569 -1.913 -0.1629 0.2872 0.2545
C 5.205 -4.813 0.111 -0.1482 0.2818 -0.1995
H 5.811 -5.643 0.489 -0.2667 0.2905 -0.1902
C 4.828 -3.771 0.967 -0.1592 0.1584 -0.0002
H 5.100 -3.797 2.027 0.0086 -0.0195 -0.3902
C 4.106 -2.674 0.479 0.2342 -0.8326 0.1591
H 3.845 -1.855 1.162 0.1891 -0.3572 -0.3947
C 3.929 -0.172 -2.584 0.5396 0.0317 -0.6288
C 5.272 -0.110 -2.174 0.4137 0.4826 -0.3053
H 5.639 -0.753 -1.357 -0.3493 0.5240 -0.3094
C 6.161 0.769 -2.800 -0.1984 -0.1882 -0.1989
H 7.179 0.868 -2.424 -0.1516 -0.0422 -0.1206
C 5.745 1.518 -3.907 -0.3172 -0.0309 0.0387
H 6.440 2.221 -4.390 -0.4135 -0.3937 0.2166
C 4.440 1.353 -4.398 0.3252 -0.0354 0.0612
H 4.135 1.895 -5.291 0.0299 -0.0790 0.1166
C 3.535 0.500 -3.754 0.4139 0.0750 0.3055
H 2.528 0.341 -4.164 0.4005 0.2615 0.2743
H 2.938 -0.196 -0.249 1.3560 0.1691 0.7212
Si 0.669 -0.515 -0.478 0.7392 -0.4866 -0.6952
C 0.838 1.362 -0.312 -0.1852 -0.1801 -0.3838
C 1.735 1.898 0.631 0.3724 0.4085 -0.0918
H 2.267 1.241 1.336 -0.2998 0.3118 -0.4759
C 2.028 3.271 0.649 -0.2119 -0.4935 0.0837
H 2.770 3.644 1.362 -0.3149 -0.0679 -0.2683
C 1.381 4.137 -0.236 -0.2039 -0.3256 -0.0052
H 1.603 5.205 -0.215 -0.0964 -0.3201 -0.0625
C 0.438 3.618 -1.130 -0.0074 -0.1053 -0.0381
H -0.088 4.294 -1.809 0.1801 -0.2049 0.1752
C 0.170 2.239 -1.177 0.2255 0.5049 0.0148
H -0.545 1.851 -1.920 0.3769 0.1689 0.3872
C 0.671 -1.236 1.267 -0.0768 -0.4097 -0.2705
C 0.401 -0.430 2.391 0.3655 -0.0411 -0.0840
H -0.040 0.567 2.259 0.3799 -0.4803 0.0670
C 0.756 -0.866 3.671 -0.1760 -0.0822 -0.1633
H 0.590 -0.203 4.522 0.0430 -0.2293 -0.1727
C 1.341 -2.123 3.849 0.0197 -0.0270 -0.3045
H 1.683 -2.433 4.838 -0.1290 0.0668 -0.2707
C 1.485 -2.983 2.751 -0.3924 0.1824 0.1586
H 1.921 -3.975 2.885 -0.1799 0.2413 -0.0401
C 1.084 -2.563 1.480 0.3503 0.1270 0.2284
H 1.162 -3.249 0.631 0.1877 0.2750 0.2880
H 0.795 -1.283 -1.726 -2.7184 0.0474 0.2021
Cl -1.501 -0.842 -1.034 -2.9825 0.1795 0.0897
O -4.553 1.260 -1.500 -1.1113 0.0271 -0.8043
C -6.009 1.074 -1.521 1.1337 0.0722 -0.1611
C -6.414 0.151 -0.398 0.1980 -0.6354 0.6305
C -7.706 -0.382 -0.361 0.2354 0.2525 0.0212
C -8.099 -1.137 0.739 0.5364 0.1243 0.0980
C -7.182 -1.331 1.779 0.4378 0.1739 0.0718
C -5.889 -0.816 1.654 -0.5982 -0.0526 -0.7591
N -5.506 -0.133 0.552 -0.6709 -0.0116 0.2481
H -4.278 1.803 -2.263 -0.2813 -0.3526 0.5038
H -6.490 2.055 -1.401 0.0429 -0.2797 -0.0175
H -6.288 0.624 -2.481 -0.0547 0.1800 0.1260
H -8.358 -0.172 -1.207 -0.1003 -0.1316 0.2843
H -9.092 -1.566 0.798 0.0764 0.0728 -0.0357
H -7.436 -1.876 2.689 -0.0669 0.1147 -0.3306
H -5.137 -0.943 2.443 -0.3172 0.0037 -0.3950

***

No. 2
99
Properties=species:S:1:pos:R:3:forces:R:3 method="wB97M-V/def2-TZVPD" gap_ev="2.567 / 2.556" homo_ev="-10.62 / -10.61" total_charge=+2 de_lowest_kj_mol=0.00
Pb 1.266 3.243 -2.084 -0.6625 0.9045 3.4568
C -0.963 -1.401 1.038 -0.4972 -0.1427 -0.0835
C -0.662 -2.637 0.405 -0.1350 -0.0233 -0.1070
C 1.300 -1.764 1.216 0.0373 -0.3335 -0.1706
C 0.256 -0.883 1.582 0.1717 0.1473 0.5417
C 0.739 -2.825 0.451 0.2044 0.1376 -0.0209
C -2.299 -0.795 1.034 -0.4027 0.3884 -0.2994
H -2.941 -1.230 0.256 0.1473 -0.0468 0.3056
H -2.255 0.288 0.820 0.0939 -0.2921 0.2052
H -2.809 -0.917 1.997 0.1331 -0.0252 -0.0950
C 0.438 0.300 2.449 -0.2145 0.4487 -0.1674
H -0.410 0.984 2.368 0.2461 -0.1449 0.0079
H 1.344 0.862 2.180 -0.1353 -0.2056 0.1227
H 0.517 0.023 3.515 0.0048 -0.0936 -0.2360
C 2.717 -1.591 1.596 0.3342 0.0337 -0.1595
H 2.913 -1.959 2.614 -0.1215 0.0441 -0.1564
H 2.992 -0.530 1.586 -0.0117 -0.2060 0.0419
H 3.376 -2.137 0.915 -0.0206 0.0947 0.1702
C 1.452 -3.914 -0.242 0.4586 -0.2860 0.0594
H 1.055 -4.896 0.044 0.0217 0.1571 -0.0424
H 2.520 -3.897 -0.012 -0.1643 -0.1025 -0.0828
H 1.333 -3.833 -1.333 -0.0560 -0.0222 0.2565
C -1.646 -3.558 -0.202 -0.3207 -0.1902 0.0872
H -1.495 -4.585 0.153 0.0494 0.1366 -0.0833
H -1.563 -3.572 -1.297 0.0747 -0.0280 0.2098
H -2.668 -3.264 0.058 0.2239 -0.1193 -0.0706
C -3.082 0.517 -3.210 -0.8036 -0.4028 -0.1847
C -3.956 -0.502 -3.252 0.0827 0.8403 -0.4693
C -3.551 -1.937 -3.297 -0.4019 -0.3919 0.0573
C -2.522 -2.312 -4.393 -0.1700 -0.4751 0.3093
C -1.189 -2.645 -3.766 0.7505 0.0885 -0.1330
C -0.489 -1.893 -2.899 -0.0369 -0.1474 0.1085
C -0.918 -0.564 -2.274 0.6673 -0.3700 -0.0991
C -1.578 0.404 -3.236 -0.1844 0.8935 0.0283
H -4.445 -2.568 -3.424 0.2929 0.2828 0.1141
H -2.451 -1.515 -5.160 0.0207 -0.3977 0.3879
H -3.153 -2.159 -2.296 -0.0317 -0.3168 -0.2786
H -1.215 0.216 -4.248 -0.1179 -0.1170 -0.1029
H -3.442 1.544 -3.162 -0.2116 -0.2274 -0.0430
H -5.040 -0.338 -3.328 0.5578 0.3563 0.3118
H -1.231 1.425 -2.997 0.0057 -0.3123 0.0935
H -1.588 -0.701 -1.420 0.1470 -0.1285 -0.0558
H 0.497 -2.247 -2.554 -0.6124 -0.0600 -0.1658
H -0.009 -0.076 -1.857 -0.3346 -0.3160 -0.0977
H -2.876 -3.228 -4.905 0.1695 0.6032 0.1348
H -0.800 -3.639 -4.042 0.1511 0.6185 0.0797
P 0.023 3.376 -4.350 0.0618 0.5359 -3.5114
C -0.058 5.092 -5.021 -0.4209 0.3385 0.6969
C -0.970 2.504 -5.666 -0.6457 -0.4465 0.2777
P 2.366 1.633 -3.873 0.6899 -1.5258 -2.8453
C 1.768 3.007 -4.937 -0.5026 0.1490 0.4429
C 1.723 0.178 -4.824 -0.4019 -0.3368 0.5924
C 4.087 1.497 -4.489 0.4138 0.0144 0.7706
H 0.920 5.587 -4.901 -0.5228 -0.0723 -0.0769
H -0.826 5.645 -4.458 0.2549 0.0655 -0.3868
H -0.350 5.025 -6.084 0.3013 0.1962 0.5552
H -1.162 3.217 -6.492 0.2018 -0.3561 0.5778
H -1.940 2.176 -5.250 0.4590 0.1176 -0.3196
H -0.437 1.626 -6.079 -0.2601 0.4205 0.4299
H 4.100 1.776 -5.550 -0.0637 -0.1199 0.2709
H 4.393 0.448 -4.371 0.0964 0.4383 -0.0223
H 4.767 2.144 -3.927 0.0356 -0.1193 -0.1880
H 2.377 3.904 -4.738 -0.0506 -0.2229 -0.3024
H 1.769 2.754 -6.011 0.2357 0.2186 0.4167
H 2.473 -0.621 -4.726 -0.2959 0.2319 -0.0656
H 1.601 0.434 -5.889 0.1593 -0.0394 0.4230
H 0.782 -0.213 -4.417 0.2316 0.1050 -0.2333
C 0.000 0.477 7.811 0.0017 -0.1867 0.1671
C -0.930 0.209 6.649 -0.0168 0.2721 -0.2415
C -1.560 -1.029 6.590 -0.2400 -0.1622 0.1062
C -2.481 -1.327 5.587 0.2836 0.0509 -0.1071
C -2.723 -0.390 4.584 0.0249 -0.0561 0.2666
C -2.101 0.871 4.611 0.1049 -0.6575 0.7456
N -2.355 1.729 3.535 -0.1560 -0.9078 -0.8977
C -2.629 3.076 3.530 0.0634 0.3838 0.2852
C -3.325 3.704 4.584 0.2452 0.1868 -0.4095
C -3.354 5.099 4.631 0.2651 -0.2110 -0.3197
C -2.607 5.823 3.701 0.0184 0.1262 0.0424
C -1.928 5.180 2.666 -0.4417 0.1184 -0.2560
C -2.070 3.817 2.461 0.7040 0.0187 0.3655
C -1.459 3.127 1.231 -0.8337 -0.5684 -0.8262
O -2.088 2.141 0.725 0.8194 1.0467 0.7359
O -0.399 3.612 0.731 0.4666 0.0443 -0.4191
C -1.180 1.175 5.656 -0.5219 -0.2403 -0.5690
C -0.485 2.501 5.690 0.3257 0.3625 0.2377
H 1.040 0.664 7.504 -0.3208 0.0251 0.0369
H -0.343 1.327 8.419 0.1504 -0.1953 -0.2164
H 0.001 -0.413 8.452 0.1020 0.3041 -0.0509
H -1.331 -1.747 7.380 -0.2355 0.0956 -0.2798
H -3.012 -2.280 5.607 0.1828 0.2549 -0.1282
H -3.424 -0.619 3.778 0.0451 0.2048 0.4483
H -2.264 1.351 2.587 -0.3388 0.1376 0.7020
H -3.821 3.112 5.356 0.2503 0.0528 -0.2920
H -3.919 5.620 5.402 0.1700 -0.1800 -0.1527
H -2.559 6.903 3.763 0.0261 -0.0424 0.0884
H -1.288 5.736 1.990 -0.2573 0.0703 -0.0812
H -0.077 2.804 4.714 -0.2986 -0.1043 0.1420
H -1.170 3.295 6.025 0.2390 -0.1333 -0.1518
H 0.356 2.476 6.392 -0.2042 0.0464 -0.1586

***

No. 3
63
Properties=species:S:1:pos:R:3:forces:R:3 method="wB97M-V/def2-TZVPD" gap_ev=9.069 homo_ev=-8.44 de_lowest_kj_mol=19.65
C -1.149 -4.876 -3.581 -0.0051 0.0015 0.0016
C -1.635 -3.452 -3.305 -0.0114 -0.0020 0.0056
C -2.800 -3.411 -2.352 -0.0106 0.0033 0.0176
C -4.098 -3.215 -2.792 0.0104 0.0007 0.0023
C -5.178 -3.205 -1.914 0.0158 -0.0071 0.0196
C -4.952 -3.395 -0.564 0.0007 0.0026 -0.0142
C -3.659 -3.592 -0.087 -0.0305 0.0050 -0.0015
C -2.595 -3.599 -0.977 -0.0126 -0.0100 -0.0314
O -1.296 -3.783 -0.601 0.0305 -0.0203 -0.0005
C -1.021 -3.961 0.775 0.0145 0.0240 0.0073
C 0.484 -4.116 0.919 -0.0027 0.0004 -0.0234
C 1.264 -3.023 0.202 0.0128 0.0005 0.0435
O 1.895 -3.291 -0.809 -0.0008 -0.0012 -0.0197
N 1.228 -1.759 0.707 -0.0038 -0.0093 0.0010
C 0.507 -1.348 1.901 0.0092 -0.0044 -0.0128
C 1.868 -0.693 -0.046 -0.0021 0.0008 -0.0055
C 0.932 -0.064 -1.101 0.0022 -0.0124 -0.0224
C 1.167 -0.633 -2.491 -0.0170 0.0029 0.0175
N 1.097 1.384 -1.149 0.0138 -0.0165 -0.0137
C 0.642 2.186 -0.158 -0.0421 -0.0013 -0.0225
O 0.129 1.750 0.856 0.0143 -0.0013 0.0143
C 0.796 3.685 -0.433 -0.0002 -0.0205 0.0043
O 0.580 4.478 0.690 -0.0031 0.0109 0.0134
C 1.615 4.373 1.655 -0.0007 0.0144 0.0149
C 1.281 5.288 2.817 -0.0180 -0.0041 -0.0168
C 1.276 6.765 2.412 -0.0153 0.0070 -0.0189
C 2.748 7.174 2.556 0.0002 -0.0158 0.0136
O 3.387 6.165 3.343 0.0132 0.0022 0.0108
C 2.397 5.280 3.852 0.0127 0.0129 -0.0280
H -0.313 -4.872 -4.282 0.0022 0.0021 -0.0007
H -0.811 -5.350 -2.660 -0.0033 0.0007 0.0007
H -1.950 -5.483 -4.007 -0.0002 0.0003 0.0005
H -0.810 -2.868 -2.895 0.0020 0.0001 0.0012
H -1.936 -2.976 -4.241 0.0006 -0.0016 0.0010
H -4.266 -3.066 -3.853 -0.0010 0.0010 -0.0004
H -6.181 -3.049 -2.286 -0.0016 0.0009 -0.0041
H -5.779 -3.390 0.134 0.0009 0.0007 0.0024
H -3.501 -3.739 0.972 -0.0073 0.0008 -0.0140
H -1.399 -3.102 1.338 0.0162 0.0001 0.0088
H -1.524 -4.859 1.151 -0.0040 -0.0040 0.0010
H 0.742 -4.167 1.978 -0.0076 -0.0015 0.0045
H 0.799 -5.046 0.450 0.0008 -0.0009 0.0012
H 0.257 -2.205 2.517 -0.0020 0.0096 -0.0008
H 1.141 -0.682 2.488 0.0032 -0.0037 -0.0026
H -0.401 -0.794 1.655 -0.0098 0.0013 -0.0019
H 2.170 0.074 0.666 -0.0095 0.0061 0.0060
H 2.756 -1.098 -0.531 0.0070 0.0067 0.0014
H -0.097 -0.267 -0.789 0.0010 0.0216 0.0158
H 1.112 -1.718 -2.461 0.0058 0.0069 -0.0015
H 0.434 -0.250 -3.203 -0.0042 0.0028 -0.0004
H 2.169 -0.369 -2.841 0.0055 -0.0040 -0.0012
H 1.496 1.796 -1.976 0.0104 -0.0009 0.0073
H 1.787 3.872 -0.870 0.0179 0.0016 -0.0094
H 0.045 3.965 -1.174 -0.0099 -0.0030 -0.0099
H 1.699 3.339 2.003 -0.0104 0.0005 0.0071
H 2.572 4.666 1.200 0.0167 0.0058 0.0046
H 0.325 4.977 3.242 0.0025 0.0002 0.0030
H 0.896 6.911 1.402 -0.0067 -0.0018 0.0051
H 0.648 7.339 3.094 0.0013 -0.0079 0.0070
H 3.263 7.223 1.594 0.0029 -0.0048 -0.0007
H 2.857 8.144 3.048 0.0020 0.0011 0.0007
H 2.027 5.631 4.822 0.0008 0.0022 0.0107
H 2.862 4.303 3.991 0.0039 -0.0022 0.0019